Record 1
Entry from OMol25: a cluster of 7 separate species, C30H49N8O4 in total at a distorted geometry (ωB97M-V with the def2-TZVPD basis set).

Spin multiplicity: 2
LUMO energy (spin up / spin down) (Ha): 0.005 / 0.002
HOMO-LUMO gap (spin up / spin down) (eV): 8.8475 / 9.8853
Calculated total energy (Eh): -1911.368176
Strongest force on any atom (eV Å⁻¹): 2.4
ΔE to the lowest compared entry with this formula, charge and spin (kcal/mol): 0.00

XYZ file:
```
91
Properties=species:S:1:pos:R:3:forces:R:3:mulliken_spin:R:1
H -1.166312 0.423333 1.856791 0.5 0.1 0.0 0.00
N 4.581840 -1.258216 2.758322 0.3 0.0 0.1 0.00
O -3.582290 3.514022 -1.973063 -0.3 0.4 0.2 0.53
H -4.050384 -0.465385 -2.662007 0.2 0.3 0.3 0.00
N 8.898920 -0.815055 -2.279377 0.2 -0.2 0.2 0.00
H 1.358658 0.455456 -1.320202 -0.4 0.3 0.0 0.00
H 2.054600 -7.549005 1.260239 0.0 0.0 0.0 0.00
C -4.642785 2.937254 0.008409 0.7 0.8 2.0 0.02
O 0.457813 2.637658 2.562686 0.0 0.2 0.0 0.00
H -3.508984 4.832358 0.265110 -0.2 -0.4 0.4 -0.01
C -5.992389 1.112519 -1.593923 0.1 -0.5 0.3 0.03
N -4.729210 3.336585 -1.412726 0.9 -1.9 -0.5 0.39
H -3.264050 1.081293 -2.286399 -0.3 -0.2 0.4 0.01
N 0.857937 -4.641399 0.971393 -0.1 0.3 0.0 0.00
C 7.322136 -3.985341 -0.152988 0.2 0.6 0.4 0.00
C -6.157574 -0.883721 0.463606 -0.6 0.0 -1.7 0.00
C 5.653002 -3.082047 5.949492 -0.3 0.1 0.1 0.00
C -7.050906 3.320657 -2.230361 0.6 0.1 -0.8 0.01
N -5.173316 -0.900588 -0.265405 -0.4 0.7 1.0 0.00
H 5.675918 -4.136563 5.678662 0.0 0.0 0.0 0.00
C -2.478244 -0.645457 -1.198118 0.2 -0.6 -0.3 0.00
H 0.400815 -0.464401 1.665082 -0.4 0.3 0.0 0.00
C 2.402091 -2.612694 3.269777 0.2 0.3 0.0 0.00
C -0.106196 0.384333 2.156845 0.8 -0.4 -0.5 0.00
H -6.835596 2.817229 0.471368 0.4 0.0 0.4 0.00
H 6.441775 -2.882739 6.672938 0.0 0.0 0.0 0.00
H 6.935377 1.595526 -2.820180 0.0 0.0 0.0 0.00
C 0.610216 1.705966 1.826793 -0.2 0.2 0.9 0.00
H -6.292715 0.419881 -2.404871 0.1 0.5 0.3 0.01
H -5.419575 3.271456 -4.301021 0.2 -0.2 0.5 0.00
C 8.122795 -0.140681 -2.783583 -0.5 0.4 -0.4 0.00
C 4.344186 -2.744621 6.532906 0.7 -0.1 -0.3 0.00
H -3.152369 1.403311 0.314581 -0.5 -0.3 -0.3 0.00
H -4.621832 1.160186 1.240689 0.1 0.1 -0.5 -0.01
N 3.322571 -2.478535 6.976712 -0.3 0.0 0.1 0.00
C -1.121355 -0.496311 -1.940026 0.0 0.3 0.3 0.00
N 3.608372 -0.405465 -2.471043 0.0 0.0 -0.3 0.00
C 4.077141 -0.290741 -1.431596 0.4 0.1 0.6 0.00
C 0.637999 2.339019 -0.400160 0.1 -1.1 -0.3 0.00
H -7.915788 2.635971 -2.230114 0.3 0.4 0.2 0.00
C -3.645335 0.152178 -1.833914 -0.1 -0.6 0.0 -0.02
H -7.082066 3.877228 -3.186936 -0.1 -0.2 0.5 0.00
H -5.926727 1.585361 -4.143875 0.2 0.4 0.2 0.00
C -4.254460 1.437092 0.230321 -0.4 -0.1 0.3 0.04
H -4.230924 2.032845 -3.860677 -0.4 0.1 0.2 0.01
H 6.710083 -2.311728 0.970084 0.0 0.0 0.0 0.00
O 1.424568 1.818569 0.720712 -0.7 -0.2 0.1 0.00
H 1.295793 1.878257 -2.383153 0.0 -0.5 0.3 0.00
C 4.686965 -0.143157 -0.099645 -0.2 0.1 -0.6 0.00
H -1.392595 1.691362 -1.740429 0.2 -0.3 -0.2 0.00
C -5.269935 2.356630 -3.701362 0.3 -0.1 -0.2 0.00
C -5.673877 2.523169 -2.212010 -2.2 0.1 -0.9 0.00
H 1.632766 -2.365951 2.540204 0.0 -0.1 0.0 0.00
H -6.052676 4.383740 0.798634 -0.1 -0.5 0.1 -0.01
O -7.226353 -0.875566 0.924639 0.4 -0.3 0.9 0.00
H 6.181527 0.158332 -3.537854 0.0 0.0 0.0 0.00
H -3.548674 3.744492 1.740524 -0.1 0.2 -0.4 0.00
C 2.574014 -6.616866 1.044602 -0.3 0.3 0.0 0.00
H 2.039439 -2.374443 4.269504 0.1 0.0 0.0 0.00
H -6.901267 1.227914 -0.971117 0.6 -0.3 0.1 0.00
C -5.914150 3.286798 0.848341 0.3 0.5 -0.8 0.01
H 8.261807 -3.015200 1.464452 0.0 0.0 0.0 0.00
H 5.824610 -2.479566 5.057997 0.0 0.0 0.0 0.00
H -0.646391 1.184705 -3.260116 -0.1 -0.1 0.5 0.00
C -3.489347 3.793347 0.640626 0.2 -0.3 -0.4 -0.01
H 8.158466 -2.052836 -0.024306 0.0 -0.1 0.0 0.00
H -2.754522 -1.717586 -1.243401 0.1 0.5 0.2 0.00
H -0.405483 2.420536 -0.046051 0.3 0.1 -0.3 0.00
H 3.315708 -6.434064 1.820572 0.0 0.0 0.0 0.00
H -2.312450 -0.427499 -0.125890 -0.3 0.1 -0.5 0.00
H 7.458569 1.026432 -4.414896 0.0 0.0 0.0 0.00
C 3.625375 -1.847517 2.985740 -0.6 -0.4 0.2 0.00
N 7.079873 -4.937117 -0.741994 -0.1 -0.3 -0.1 0.00
C 1.608574 -5.505883 1.003444 0.5 -0.6 0.0 0.00
C -0.662456 0.981489 -2.172012 0.3 -0.3 -0.2 0.01
C 7.633295 -2.766403 0.610854 -0.1 -0.2 -0.2 0.00
C 0.748247 1.326475 -1.592859 -0.5 1.5 -0.4 0.00
H -1.171687 -1.043659 -2.898577 0.1 0.3 0.4 0.00
H 4.335265 0.774774 0.369571 0.0 0.0 0.0 0.00
H 5.772177 -0.104659 -0.192712 0.0 0.0 0.0 0.00
H 4.415851 -0.986017 0.524913 0.0 0.0 0.0 0.00
C -4.817565 0.430277 -0.834407 1.8 1.3 -0.8 -0.02
H -5.699728 3.016823 1.895937 -0.3 0.0 -0.5 0.00
H -2.496138 3.399454 0.357522 -0.5 0.1 0.0 0.01
C 7.114113 0.711973 -3.431232 0.2 -0.2 0.2 0.00
H -0.071730 0.219220 3.244574 0.0 0.3 -0.4 0.00
H -7.091828 4.080702 -1.436379 -0.2 -0.5 -0.1 -0.01
H 3.078582 -6.702888 0.083626 0.0 0.0 0.0 0.00
H -0.336722 -0.984213 -1.326565 -0.5 0.0 -0.4 0.00
H 0.983754 3.346024 -0.692516 0.0 -0.5 0.4 0.00
H 2.613385 -3.678420 3.212229 0.0 0.0 0.0 0.00
```
Forces are in eV/Å.


Record 2
Entry from OMol25: a structure of composition C30H50BrN3P2SV at a distorted geometry (ωB97M-V with the def2-TZVPD basis set).

Spin multiplicity: 4
LUMO energy (spin up / spin down) (Ha): -0.269 / -0.263
HOMO-LUMO gap (spin up / spin down) (eV): 4.9317 / 5.1404
Charge: +2
Calculated total energy (Eh): -5935.519597
Strongest force on any atom (eV Å⁻¹): 3.2
ΔE to the lowest compared entry with this formula, charge and spin (kcal/mol): 77.18

XYZ file:
```
88
Properties=species:S:1:pos:R:3:forces:R:3:mulliken_spin:R:1
H 3.601591 -3.693123 -0.616767 0.0 0.2 -0.2 0.00
C 3.009463 0.278549 -2.504786 0.1 -0.1 -0.5 0.00
V -2.087338 -0.035851 1.807264 2.1 -2.0 -1.3 2.89
H 2.402296 -0.116262 2.903932 0.0 -0.4 0.5 0.00
H 0.469129 1.533743 5.493640 -0.4 0.0 0.0 0.00
C 2.216175 -2.208042 0.026551 -0.3 0.3 0.1 0.01
H -2.749708 -0.388629 3.627161 -0.1 0.8 0.8 -0.05
H 0.335495 -3.030386 -2.307677 -0.3 0.0 -0.4 0.00
C 2.270779 -0.889343 3.679043 -0.1 -0.4 -0.6 0.01
H -1.764213 0.556641 -0.815265 1.0 -0.8 -0.5 0.01
C 2.684998 0.707445 0.453774 0.0 -0.2 0.2 0.00
C -2.601330 -0.774299 -2.745763 0.0 -0.4 0.0 0.00
H -2.246796 -4.216877 -0.939753 -0.2 0.2 0.1 0.00
H 4.266608 -0.703254 1.076767 -0.1 0.3 -0.2 0.00
H 1.838145 -2.087812 5.805530 -0.4 0.3 0.1 0.00
H 2.060295 -1.856114 3.169552 0.4 0.5 0.4 0.00
H -1.837826 0.008583 -2.921140 -0.2 -0.2 0.1 0.00
H -4.724293 -4.020842 -0.487326 0.0 0.2 -0.3 0.00
H 0.264762 -1.383894 6.300123 0.3 0.1 0.0 0.00
H -3.881394 -2.038603 -3.971949 0.1 0.0 -0.1 0.00
H -1.149229 2.336410 5.349262 0.5 -0.8 -0.1 0.00
C -0.616856 1.365296 5.499003 0.1 0.5 0.6 0.00
C 2.748099 4.583321 -1.014959 0.4 0.6 -0.4 0.00
H -2.420127 -1.427870 -4.811424 -0.1 -0.1 0.1 0.00
C 2.519603 4.453063 -3.758299 0.1 -0.2 0.6 0.00
H -1.301116 -4.959381 -2.732052 0.0 0.1 -0.1 0.00
C 0.534632 3.296291 -0.848681 -1.2 0.2 -0.6 -0.01
P -1.692712 -2.025187 -1.732502 0.2 1.3 1.4 -0.01
C 1.683722 3.846978 -1.553918 0.4 0.3 -0.2 0.00
P 1.460312 -0.518060 -0.185386 -0.1 0.1 -0.1 -0.01
C -0.597517 -2.888712 -2.882870 0.4 -0.2 0.0 0.00
H 2.317400 1.051011 1.434169 0.2 0.0 -0.3 0.00
H 0.766833 3.255114 -3.406573 0.1 -0.1 0.0 0.00
H 3.854348 -0.389320 -2.278952 -0.4 0.3 -0.1 0.00
C -2.946829 3.520927 0.032278 -2.5 0.4 0.8 0.02
H -2.935789 4.525132 -0.344826 0.3 0.5 0.3 0.00
H 4.439697 5.931739 -1.520558 -0.8 -0.7 -0.2 0.00
C -4.232728 -3.385017 -1.238309 -0.1 -0.4 0.1 0.00
H 2.590296 1.575733 -0.211152 0.1 -0.1 0.2 0.00
C -3.402609 0.841611 0.452386 -1.6 0.3 1.0 0.09
H 0.855192 0.404209 -2.292313 0.1 -0.1 -0.2 0.00
N 3.513317 5.186829 -3.236628 -0.2 0.1 0.4 0.00
H -4.757218 -2.420663 -1.252162 0.1 -0.2 -0.1 0.00
C 1.674803 -0.270084 -2.004277 -0.2 0.0 0.1 0.00
C -4.062510 3.121342 0.841727 1.3 0.8 -0.7 0.00
H 3.177496 -0.980839 4.293058 -0.3 0.1 -0.3 0.00
H -2.219348 1.319747 2.908595 0.0 0.0 1.6 0.00
H 3.170895 -2.595168 -1.929256 0.0 0.1 0.3 0.00
S -0.564948 -1.585096 2.668029 0.6 0.7 0.7 -0.04
H -0.179715 -4.603456 -4.049281 -0.3 -0.1 0.1 0.00
H -3.765711 -0.338559 -4.458985 0.0 -0.3 -0.2 0.00
C -1.980266 2.630075 -0.338314 1.4 -0.9 0.2 0.01
H -4.830446 3.878147 1.089085 0.6 -0.7 0.3 0.00
C -2.296091 0.627858 3.874906 1.3 -0.5 -0.6 0.12
H 1.367033 -2.898066 -0.126472 0.2 0.2 0.1 0.00
H -3.365922 -0.301282 -2.111259 0.1 -0.2 -0.2 0.00
C -0.101618 -0.511164 3.954933 0.4 0.3 0.5 0.00
C -1.036836 -4.213910 -3.486083 0.3 -0.1 -0.4 0.00
C -2.761641 -3.248764 -0.852969 -0.2 0.0 0.0 0.00
H 2.487158 -2.287133 1.088403 0.0 -0.1 -0.2 0.00
C 3.388331 -2.641467 -0.853319 0.3 -0.4 0.1 0.00
C -4.045507 1.804057 1.266368 -1.9 -0.7 0.0 -0.09
H -1.865866 -4.096320 -4.188723 0.0 0.0 0.2 0.00
H 2.947339 0.358566 -3.597482 0.1 0.1 0.2 0.00
C -0.640636 3.005730 -0.682237 1.1 0.2 -0.2 -0.03
C -2.311341 1.270235 -0.266437 -0.1 0.3 -0.3 0.07
H -2.968767 1.229506 4.481651 0.3 -0.4 0.3 0.01
H 2.899356 4.707276 0.052851 -0.2 -0.1 -0.1 0.00
N -0.959521 0.417194 4.426243 -0.7 0.4 0.4 0.00
C 1.603899 3.768797 -2.951786 0.0 0.3 -0.4 0.00
H 1.478450 -1.250381 -2.460167 0.0 0.4 0.0 0.00
H -4.349378 -3.876245 -2.211289 0.0 0.2 0.2 0.00
H -0.384581 -2.157956 -3.677214 0.1 -0.2 0.2 0.00
H -0.925877 0.969744 6.485955 0.2 0.1 -0.5 0.00
H 2.436004 4.404865 -4.858213 0.1 0.1 0.7 0.00
H 4.702065 1.016089 1.105340 0.0 -0.3 -0.1 0.00
H -3.661665 -0.258219 0.648564 -0.3 1.2 -1.0 -0.04
H 1.790314 -0.464925 6.566294 -0.2 -0.3 -0.1 0.00
H 4.309307 -2.080217 -0.645899 -0.4 -0.1 -0.2 0.00
H 3.231391 1.285243 -2.125442 0.0 -0.3 -0.1 0.00
C 3.621771 5.275544 -1.897923 -0.4 -0.6 -0.2 0.00
N 1.150948 -0.528192 4.558532 -0.8 -0.6 -0.8 0.00
H -2.688522 -2.959398 0.215106 0.0 -0.3 -0.4 0.01
C 4.141392 0.252933 0.546325 0.5 0.5 0.2 0.00
C 1.257411 -1.155404 5.895502 0.1 0.3 0.4 0.00
C -3.196568 -1.194960 -4.078510 -0.3 0.4 -0.1 0.00
H 4.622884 0.175265 -0.439603 -0.3 -0.1 0.4 0.00
Br -5.052538 1.177866 2.825268 -0.3 0.5 -1.4 0.02
```
Forces are in eV/Å.